No. 1
Molecular formula: C27H33F6O6Pr
Method: DFT, wB97M-V/def2-TZVPD

XYZ file:
```
73
Properties=species:S:1:pos:R:3:mulliken_charge:R:1
O -0.16946 1.43895 3.74703 -0.368
H -2.00885 2.46822 -0.86715 0.333
C -0.44921 -1.36397 -5.27999 -0.343
O -1.06310 -0.79175 -6.16827 -0.680
H 1.73034 3.34280 4.28192 0.401
O -0.86702 -1.21067 0.44758 -0.360
C 1.81661 -2.06237 2.71569 -0.878
H 2.95441 1.09722 2.92905 0.378
H 1.74366 -2.31924 0.47719 0.358
H -2.56204 -0.84450 -0.61589 0.299
C -1.04391 -3.30377 -6.35671 -0.816
H -0.92572 -4.38059 -6.21707 0.250
C -3.35489 -0.43587 2.80013 -0.930
C -0.09228 0.79830 -4.03911 -1.793
H 3.06103 -1.22660 -7.60179 0.237
H -0.59554 3.36069 -0.29567 0.294
H -1.88822 -0.85435 -2.80646 0.169
F -0.73225 3.92656 6.31285 -0.300
C -2.68378 -0.30178 4.05295 -0.373
F 0.36510 1.73077 7.31283 -0.309
H -2.09997 -3.01149 -6.37757 0.304
H -1.43178 3.88922 -1.76437 0.132
C -0.84791 0.97314 -2.68425 0.663
H -3.42616 -2.13639 1.34911 0.547
F -1.47902 0.96060 6.43019 -0.281
C 1.47772 2.66628 5.10133 -1.974
H 2.64878 0.22406 0.38569 0.480
H -0.55537 -2.96244 -7.27801 0.298
H 3.54766 -2.19459 -6.16696 0.319
C -0.16658 1.20231 6.17275 0.425
C 0.33615 -0.67365 -4.16474 3.581
H -1.42870 -1.74958 5.22794 0.457
C 2.40912 -0.33866 1.28906 -0.500
C -2.20624 -2.39912 3.21849 -0.696
H 1.50086 3.22807 6.03749 0.474
H 3.82711 -0.42911 -6.17261 0.294
C -3.04895 -1.72604 2.28796 -0.328
O -0.39912 -2.70443 -5.22449 -0.258
C 2.56286 0.12422 2.63067 -0.732
C 1.94276 -1.68599 1.34604 -0.283
C -0.85965 3.35136 5.06892 0.535
H -2.74794 0.55677 4.69898 0.491
Pr -0.37906 -0.38715 2.34476 0.894
F -0.52524 4.30804 4.15910 -0.260
F -2.16380 3.04825 4.89221 -0.211
F 0.43919 -0.01948 5.98964 -0.176
C 0.08845 2.10667 4.91546 1.135
C -1.02795 -0.59924 -2.15891 0.908
H 1.65450 1.12953 -1.90927 0.033
H -4.00749 0.31027 2.34761 0.410
C 2.19511 -0.93517 3.51135 -0.239
H 2.21960 1.86411 5.14934 0.331
H 0.03303 -2.40438 -2.87759 0.508
O 2.72875 -0.93776 -3.95229 -0.648
C 1.74992 -0.88367 -4.68377 -0.524
C 0.15984 -1.31413 -2.77783 -1.515
C 1.21335 2.12032 -1.72501 -1.081
H -0.76189 1.02832 -4.87108 0.268
H 1.07485 -1.12611 -2.19272 0.160
H 1.43086 2.37893 -0.67006 0.341
C -1.10640 3.00134 -1.19422 -1.389
C 3.15807 -1.22805 -6.51165 -0.791
H -1.82398 -3.42061 3.11816 0.400
H 0.79159 1.44560 -4.12537 0.258
H -1.88372 1.30556 -2.88842 0.353
H 1.53909 -3.04962 3.09698 0.421
O 1.83097 -1.00815 -6.01768 -0.254
H -1.67623 -2.29624 -0.99751 0.337
H 1.74818 2.87206 -2.34929 0.066
C -0.23981 2.10691 -1.97659 0.188
C -1.98518 -1.51956 4.32096 -0.460
H 2.27238 -0.91003 4.59630 0.523
C -1.53747 -1.21920 -0.80334 -1.505
```

Computed properties:
net charge: -2
frontier orbital gap: 2.410 eV
spin multiplicity: 3



No. 2
Molecular formula: C2H4N3O
Method: DFT, wB97M-V/def2-TZVPD

XYZ file:
```
10
Properties=species:S:1:pos:R:3:mulliken_charge:R:1
H 1.79830 0.69825 -1.02744 0.326
N -1.88479 0.24226 0.16000 0.432
C 1.48865 0.54980 -0.00296 -0.589
N -0.13607 -1.19905 0.03591 0.073
O -1.81705 1.33583 0.52255 -0.335
H 2.52930 0.49350 0.33604 0.312
N 0.93986 -0.71771 0.09095 0.085
H 0.74308 1.24137 0.39678 0.319
C -1.47299 -0.89318 -0.08837 0.049
H -2.18829 -1.75106 -0.42345 0.328
```

Computed properties:
net charge: +1
frontier orbital gap (spin up / spin down): 7.983 / 9.251 eV
ΔE to the lowest compared entry with this formula, charge and spin: 145.8 kcal per mole
SMILES: C/N=N\C=[N+]=O



No. 3
Molecular formula: C20H32N2O4
Method: DFT, wB97M-V/def2-TZVPD

XYZ file:
```
58
Properties=species:S:1:pos:R:3:mulliken_charge:R:1
H -0.77566 4.68252 -3.93678 0.487
H -0.83330 3.22130 -4.91074 0.343
H 2.22806 0.48335 -3.37549 0.523
H 0.67691 -1.56438 -3.32436 0.496
C -0.73176 -1.42578 2.10263 -0.024
H -0.76462 4.04215 -1.27168 0.382
H 1.05042 2.25036 -5.56838 0.209
O 3.01108 2.15314 -5.30939 -0.582
O 0.27900 0.59614 -0.02918 -0.626
H 1.91100 -6.01633 5.87912 0.354
C -0.91598 3.60493 -3.90014 -1.546
H 2.27929 2.86764 -2.84555 0.518
H -0.89874 -0.58051 -5.10077 0.499
H -1.80984 0.50576 -1.96549 0.566
C -0.17203 -2.38906 2.92394 -0.832
C 0.21666 3.85672 -1.69872 -2.163
H 0.84707 3.37582 -0.95703 0.359
C -1.28344 1.41967 -1.69185 -1.780
C 0.08741 0.50793 -3.51320 1.592
H -0.86934 -1.22706 -2.57009 0.419
H 0.32486 -3.23918 2.48850 0.545
C -0.92700 1.30551 -0.18526 0.861
C -2.09947 0.61810 0.54391 -1.194
O 1.20387 -4.77314 3.78817 -0.617
H -0.63912 -1.55210 1.03554 0.305
C -0.24130 -2.26786 4.30576 0.715
H 0.62085 -0.68124 -1.79186 0.329
H -1.94223 0.66100 4.45383 0.428
N -0.14615 1.60059 -2.56504 0.976
H -0.86912 1.15349 -5.37979 0.361
C 1.38650 -5.10795 6.15985 -1.316
H 1.60081 -0.08910 -4.92908 0.316
H 2.04614 -4.48576 6.76131 0.327
H -3.02032 1.16055 0.30835 0.286
H 0.51457 0.59116 0.90561 0.489
N 0.30435 -3.21074 5.18584 -0.160
C 1.47735 0.66437 -4.14942 -1.417
H -0.81765 2.30684 0.25405 0.190
C -1.37869 -0.32236 2.64767 0.414
H -2.20429 -0.41683 0.20444 0.448
H 0.51164 -5.36915 6.75184 0.327
C -0.98330 0.39022 -4.61782 -1.656
H -2.00518 2.23938 -1.78272 0.552
C 1.72560 2.04911 -4.73264 -0.095
H 1.68236 4.07168 -3.99703 0.312
H 0.65626 4.81821 -1.95428 0.532
H -1.98244 0.47550 -4.19682 0.279
C 0.12599 -0.82695 -2.74589 -1.938
C 0.13636 2.97992 -2.95969 1.524
C 0.96797 -4.36881 4.90309 0.800
H -1.92364 3.40757 -3.54280 0.264
C -1.44178 -0.19847 4.03703 -0.944
C 1.52537 3.06229 -3.61313 -1.314
H -0.94076 -1.04249 5.92597 0.283
C -0.88045 -1.15509 4.85231 -0.567
H 3.66507 1.96932 -4.62477 0.387
O -1.98055 0.68756 1.94986 -0.411
H 0.17341 -2.98905 6.16321 0.184
```

Computed properties:
net charge: 0
frontier orbital gap: 8.612 eV
ΔE to the lowest compared entry with this formula, charge and spin: 19.3 kcal per mole
SMILES: CC(=O)Nc1ccc(OC[C@@H](O)CN2C(C)(C)CC(O)CC2(C)C)cc1



No. 4
Molecular formula: C7H16N2O3S
Method: DFT, wB97M-V/def2-TZVPD

XYZ file:
```
29
Properties=species:S:1:pos:R:3:mulliken_charge:R:1
H 1.50248 -2.36286 -0.91905 0.405
H -1.71567 -1.63396 0.34119 0.304
H -2.95285 2.24655 -0.30119 0.288
O 2.87433 -0.52867 -1.28232 -0.605
H -0.44220 0.74111 1.86014 0.507
C -0.04067 0.65477 -1.30565 -0.621
C 0.53456 -2.41842 -0.47192 -1.649
H -1.28218 -1.00178 1.94985 0.342
C -0.15065 2.18732 0.30006 -0.598
N 0.65096 -0.11259 0.22954 0.089
H -0.19458 -2.23733 -1.24781 0.319
O 2.56374 1.51441 0.08184 -0.581
H 0.83162 1.02940 -1.82940 0.313
C -2.35095 1.68006 -1.01607 -0.774
C 0.36267 0.96873 1.17338 -0.803
H -2.47689 2.15442 -2.01281 0.313
O 2.99896 -0.71327 1.09812 -0.663
H -0.96713 2.80750 0.90749 0.383
H -2.69461 0.65699 -1.05382 0.309
C 0.33571 -1.46938 0.65207 0.443
H -1.04138 -2.71588 1.50912 0.473
H 1.20489 -1.68337 1.29421 0.447
S 2.50933 0.05974 -0.00560 1.183
C -1.00816 -1.70602 1.14857 -1.396
N -0.86700 1.57465 -0.79732 0.125
H -0.54560 -0.20286 -1.74668 0.421
H 0.43214 -3.44595 -0.21348 0.475
H 0.70330 2.86957 -0.05811 0.292
H 1.22578 1.08713 1.71566 0.260
```

Computed properties:
net charge: 0
frontier orbital gap: 9.876 eV
ΔE to the lowest compared entry with this formula, charge and spin: 51.3 kcal per mole



No. 5
Molecular formula: C24H33BF4KN4SSb
Method: DFT, wB97M-V/def2-TZVPD

XYZ file:
```
69
Properties=species:S:1:pos:R:3:mulliken_charge:R:1
H -4.96574 1.04668 -1.92715 0.476
C 0.19708 -5.04593 -0.45250 -0.491
C 4.78260 -0.90598 -1.98112 -0.703
C 6.14963 -1.06510 -2.16475 -0.563
H -5.49173 3.27972 -0.63466 0.415
C 4.26580 -0.84603 -0.69108 0.494
H -1.76119 1.68687 1.56481 0.163
H 1.08647 -1.08742 2.58672 0.006
C 6.99380 -1.15555 -1.06681 -0.438
H -4.14220 1.19834 1.51445 0.443
H -3.26449 4.11015 -1.44459 0.188
N -3.79926 0.36389 -0.35566 1.067
B -0.82485 4.67150 0.04952 0.505
H 0.45714 -5.10024 1.67655 0.419
C 2.09492 0.39683 1.38044 1.238
S 1.38695 0.46072 -2.23619 -0.695
C 2.61218 1.69260 1.36249 -0.788
H 1.94394 2.60029 4.55021 0.387
C -3.86397 0.22988 1.09128 -1.339
N -1.48617 0.72011 1.41249 0.075
C 0.38725 -4.31254 -1.61373 -0.663
H -2.75390 -0.28647 2.82196 0.532
H -2.57996 -0.56890 -3.47557 0.222
H 0.07880 -4.71620 -2.56955 0.419
H -1.01917 -0.53305 -2.96541 0.124
H 3.02891 2.11239 0.45349 0.407
H -0.26019 -6.02577 -0.50029 0.403
F -2.14712 5.04201 0.31670 -0.421
H 7.14012 -1.14844 1.07491 0.392
F -0.57110 3.42963 0.74791 -0.323
C 1.52918 -0.10196 2.55240 -1.335
C -4.85739 1.23783 -0.85710 -0.900
K -1.04641 2.03950 -1.18182 0.823
C 1.18680 -3.27116 0.83285 -0.486
C 1.36913 -2.52301 -0.32858 0.789
C -2.32236 -1.25769 -1.55416 0.454
C -3.70824 -0.93289 -1.02186 -1.585
Sb 2.20944 -0.60874 -0.43510 2.082
H -1.58524 -1.08159 -0.76542 -0.378
H 1.04268 0.29827 4.60118 0.390
N -3.61576 3.18792 -1.68307 -0.406
C 1.99658 1.97844 3.66624 -0.608
H 4.12567 -0.79893 -2.83658 0.380
H -4.02371 -1.73406 -0.33796 0.300
H -2.27956 -2.32730 -1.80261 0.369
N -1.98128 -0.38816 -2.67874 -0.436
H -4.66056 -0.47617 1.38628 0.373
C 0.96518 -3.05202 -1.55432 -0.778
H -0.67563 0.57927 2.00073 -0.117
H 4.71758 -0.86908 1.41795 0.356
H -4.42099 -0.96240 -1.85339 0.550
H 2.92451 3.49750 2.46693 0.419
H -2.28390 -1.20721 1.40159 0.275
H 8.05970 -1.27060 -1.21537 0.373
H 1.07616 -2.46819 -2.46121 0.304
F 0.09140 5.62057 0.43305 -0.345
H -4.08597 3.25474 -2.57751 0.199
C 6.47878 -1.08811 0.22056 -0.629
H -4.07790 2.87766 0.30798 0.278
H 6.55671 -1.10685 -3.16661 0.383
H -5.83309 0.99560 -0.40155 0.282
C 0.59738 -4.52629 0.76994 -0.714
C 2.55387 2.48206 2.50153 -0.592
C 5.11252 -0.93376 0.41009 -0.320
H 1.52487 -2.90641 1.79280 0.400
C 1.48861 0.68725 3.69489 -0.164
F -0.70985 4.40094 -1.34967 -0.488
C -2.56279 -0.20485 1.74377 -0.846
C -4.55075 2.71590 -0.66300 -0.602
```

Computed properties:
net charge: 0
frontier orbital gap: 8.712 eV
ΔE to the lowest compared entry with this formula, charge and spin: 0.0 kcal per mole



No. 6
Molecular formula: C4H12N2O
Method: DFT, wB97M-V/def2-TZVPD

XYZ file:
```
19
Properties=species:S:1:pos:R:3:mulliken_charge:R:1
H 2.02658 2.70728 -1.43482 0.244
H 0.54518 1.74287 1.38649 0.267
H -0.78544 0.01675 1.80615 0.356
O -2.29338 -2.69994 -0.18038 -0.579
H -0.16529 0.75942 -1.05129 0.300
H 1.87128 0.63789 0.76451 0.255
H -2.64972 -2.57902 -1.09329 0.308
N 0.53454 1.47569 -0.75725 -0.377
H -2.16140 -1.59783 1.36484 0.274
H -2.41597 -0.60579 -0.02806 0.325
H 1.68130 1.51125 -2.59422 0.319
C 0.08891 -0.22442 1.19251 -0.691
N -0.47207 -1.16790 0.20588 -0.127
H 0.16688 -1.67710 -0.30450 0.131
C -1.81235 -1.40421 0.35181 -0.442
H 2.60581 1.23656 -0.83414 0.203
C 0.86698 1.00383 0.68981 -0.476
C 1.73042 1.62808 -1.48733 -0.679
H 0.63773 -0.76341 2.00330 0.391
```

Computed properties:
net charge: 0
frontier orbital gap: 9.447 eV
ΔE to the lowest compared entry with this formula, charge and spin: 83.4 kcal per mole
SMILES: CNCCNCO



- Which formula does entry 3 have?
  C20H32N2O4



- What is the net charge in the fourth record?
  0